57
Properties=species:S:1:pos:R:3 method="wB97M-V/def2-TZVPD" total_charge=0 e_homo_ev=-8.73 smiles="CCN(CC)S(=O)(=O)c1ccc(NC(=O)CN(c2cccc(C)c2)S(C)(=O)=O)cc1" lumo_energy_ev=0.30 homo_lumo_gap_ev=9.03 energy_ha=-2115.161509 de_lowest_ev=0.2674
C 0.18 3.61 0.13
C 0.13 4.13 -1.30
N 1.37 3.89 -2.00
C 2.47 4.82 -1.88
C 3.66 4.18 -1.16
S 1.26 2.93 -3.36
O 0.11 3.29 -4.14
O 2.54 2.93 -3.99
C 0.94 1.33 -2.62
C 1.89 0.80 -1.76
C 1.64 -0.42 -1.16
C 0.46 -1.12 -1.43
N 0.27 -2.33 -0.78
C -0.80 -3.16 -0.82
O -1.75 -3.07 -1.56
C -0.70 -4.26 0.26
N -0.72 -3.67 1.59
C -1.75 -2.72 1.83
C -3.03 -3.17 2.11
C -4.04 -2.25 2.32
C -3.78 -0.89 2.25
C -2.50 -0.43 1.97
C -2.20 1.03 1.85
C -1.49 -1.36 1.76
S 0.74 -3.48 2.35
C 0.97 -5.12 3.09
O 1.79 -3.28 1.38
O 0.61 -2.52 3.40
C -0.48 -0.57 -2.31
C -0.23 0.66 -2.89
H -0.78 3.76 0.61
H 0.94 4.13 0.70
H 0.41 2.54 0.13
H -0.65 3.62 -1.87
H -0.10 5.20 -1.30
H 2.13 5.70 -1.34
H 2.78 5.12 -2.89
H 4.44 4.93 -1.02
H 4.06 3.38 -1.77
H 3.36 3.79 -0.20
H 2.79 1.34 -1.57
H 2.36 -0.86 -0.48
H 1.01 -2.58 -0.12
H 0.23 -4.81 0.15
H -1.55 -4.93 0.14
H -3.23 -4.23 2.16
H -5.04 -2.59 2.54
H -4.58 -0.18 2.41
H -3.01 1.63 2.27
H -2.08 1.30 0.80
H -1.28 1.27 2.37
H -0.48 -1.02 1.55
H 0.95 -5.86 2.30
H 0.17 -5.27 3.79
H 1.93 -5.12 3.59
H -1.39 -1.11 -2.51
H -0.94 1.11 -3.57

56
Properties=species:S:1:pos:R:3 method="wB97M-V/def2-TZVPD" s_squared=2.040 total_charge=+4 e_homo_ev="-19.99 / -19.99" lumo_energy_ev="-11.49 / -16.43" homo_lumo_gap_ev="8.50 / 3.57" energy_ha=-1343.051320 de_lowest_ev=4.1359 multiplicity=3
N 1.33 -1.69 1.81
C 1.44 -1.92 2.94
C 1.62 -2.25 4.35
H 2.30 -1.51 4.82
H 2.07 -3.25 4.45
H 0.67 -2.24 4.89
N -0.11 -2.40 -3.44
C -1.28 -2.38 -3.40
C -2.68 -2.29 -3.12
H -3.12 -3.29 -3.06
H -3.19 -1.72 -3.91
H -2.84 -1.78 -2.15
N 1.02 2.37 -1.20
C 1.05 3.52 -1.03
C 1.13 4.96 -0.80
H 0.12 5.41 -0.86
H 1.77 5.43 -1.55
H 1.55 5.17 0.19
W 1.99 -2.17 -3.17
C -1.58 1.08 -0.64
O -2.10 2.02 -1.03
C -1.53 -1.16 0.89
O -1.88 -1.92 1.66
C 3.26 -3.08 -2.01
C 2.83 -1.81 -1.43
C 2.77 -0.61 -2.28
C 3.16 -0.69 -3.70
C 3.59 -1.97 -4.27
C 3.64 -3.18 -3.43
H 3.33 -3.96 -1.39
H 2.58 -1.74 -0.38
H 2.45 0.34 -1.88
H 3.12 0.19 -4.32
H 3.94 -2.01 -5.29
H 4.00 -4.11 -3.84
C 0.60 2.77 3.71
N -0.81 2.93 3.93
C -1.20 3.67 5.10
C -2.67 4.03 5.02
C -3.48 2.80 4.70
N -3.00 2.22 3.47
C -3.84 1.30 2.75
C -1.66 2.17 3.16
O -1.25 1.47 2.20
H 0.78 2.38 2.70
H 1.06 2.07 4.43
H 1.11 3.74 3.83
H -1.01 3.08 6.01
H -0.58 4.58 5.15
H -2.83 4.79 4.25
H -2.99 4.44 5.98
H -4.54 3.04 4.56
H -3.41 2.07 5.53
H -3.65 0.26 3.05
H -4.89 1.55 2.93
H -3.62 1.37 1.68

56
Properties=species:S:1:pos:R:3 method="wB97M-V/def2-TZVPD" total_charge=0 e_homo_ev=-8.03 lumo_energy_ev=0.60 homo_lumo_gap_ev=8.63 energy_ha=-1353.031872 de_lowest_ev=1.4263
C 5.49 1.06 -1.76
C 4.50 2.09 -1.31
C 3.18 1.80 -1.20
C 2.23 2.80 -0.76
N 0.98 2.83 -0.56
C 0.02 1.77 -0.83
C 0.29 0.80 -1.98
C -0.94 -0.09 -2.20
C -1.26 -0.89 -0.95
C -1.46 0.05 0.24
C -0.27 0.98 0.44
C -2.50 -1.76 -1.19
N -2.68 -2.71 -0.10
C -3.71 -2.54 0.77
O -4.47 -1.59 0.70
C -3.93 -3.57 1.82
C -3.91 -4.92 1.77
O -4.33 -5.44 2.92
N -4.64 -4.40 3.80
C -4.42 -3.30 3.15
C -4.67 -1.97 3.78
C -1.51 -3.56 0.11
C -0.28 -2.69 0.30
O -0.13 -1.76 -0.75
N 2.90 4.00 -0.44
C 4.22 4.21 -0.59
C 4.72 5.60 -0.26
O 5.82 5.50 0.62
N 5.04 3.32 -1.03
H 5.03 0.10 -1.96
H 6.00 1.41 -2.66
H 6.26 0.95 -0.99
H 2.84 0.80 -1.42
H -0.91 2.30 -1.09
H 0.54 1.34 -2.90
H 1.12 0.13 -1.75
H -1.81 0.53 -2.46
H -0.77 -0.78 -3.03
H -2.36 0.65 0.04
H -1.68 -0.51 1.15
H 0.62 0.40 0.71
H -0.46 1.67 1.26
H -3.39 -1.15 -1.27
H -2.35 -2.33 -2.11
H -3.66 -5.62 1.00
H -5.46 -1.45 3.24
H -4.94 -2.10 4.82
H -3.77 -1.35 3.72
H -1.65 -4.19 0.98
H -1.38 -4.20 -0.77
H -0.34 -2.18 1.27
H 0.62 -3.30 0.30
H 2.30 4.73 -0.07
H 5.00 6.07 -1.21
H 3.91 6.18 0.19
H 6.37 6.28 0.52

58
Properties=species:S:1:pos:R:3 method="wB97M-V/def2-TZVPD" total_charge=+2 e_homo_ev=-14.54 lumo_energy_ev=-6.08 homo_lumo_gap_ev=8.46 energy_ha=-1797.963603 de_lowest_ev=0.0000
Zr -0.23 -0.65 -0.40
C -2.04 -1.86 1.82
C -3.06 -1.07 1.01
N -2.40 0.00 0.20
C -3.11 0.32 -1.07
C -2.82 -0.76 -2.09
C -3.57 -0.97 -3.23
C -3.18 -1.99 -4.09
C -2.07 -2.78 -3.79
C -1.35 -2.50 -2.64
C -0.13 -3.30 -2.23
N 0.69 -2.66 -1.15
C 0.97 -3.50 0.07
C 0.21 -2.99 1.31
N -1.08 -2.43 0.84
N -1.74 -1.51 -1.83
H -2.52 -2.65 2.40
H -1.49 -1.23 2.51
H -3.82 -0.63 1.66
H -3.58 -1.73 0.32
H -2.32 0.84 0.76
H -2.74 1.28 -1.42
H -4.19 0.41 -0.91
H -4.43 -0.36 -3.45
H -3.74 -2.19 -4.99
H -1.76 -3.58 -4.45
H 0.50 -3.47 -3.09
H -0.45 -4.28 -1.88
H 1.57 -2.37 -1.55
H 2.04 -3.49 0.27
H 0.68 -4.53 -0.14
H 0.77 -2.19 1.82
H 0.09 -3.78 2.05
H -1.56 -3.15 0.31
C 3.13 6.12 2.61
C 2.75 4.71 2.28
C 3.65 3.67 2.51
C 3.30 2.35 2.25
C 2.02 2.09 1.74
C 1.11 3.11 1.49
C 1.49 4.41 1.77
S 1.70 0.42 1.43
O 2.39 -0.40 2.36
O 0.17 0.21 1.48
N 1.99 -0.01 -0.10
C 2.23 1.04 -1.15
C 0.84 0.95 -1.73
O 0.57 -0.11 -2.39
O -0.13 1.45 -1.07
H 2.71 6.41 3.57
H 2.75 6.82 1.86
H 4.21 6.24 2.67
H 4.63 3.89 2.91
H 3.99 1.55 2.46
H 0.13 2.90 1.09
H 0.78 5.22 1.59
H 2.99 0.70 -1.84
H 2.48 2.01 -0.73